1.
A 4-piece molecular cluster, C6H10N2O3 overall. Source: the Open Molecules 2025 dataset; level of theory: ωB97M-V/def2-TZVPD.

Geometry as XYZ:
```
21
Properties=species:S:1:pos:R:3:lowdin_charge:R:1
C -3.725 2.337 0.558 0.063
C -4.331 1.464 -0.043 -0.290
C -3.235 -2.640 -0.057 -0.440
C -1.047 3.115 0.287 -0.265
C -0.240 0.659 -0.377 -0.063
C -0.419 1.964 0.520 -0.115
N -1.303 4.253 0.079 0.134
N 1.848 -4.525 -0.203 -0.011
O -3.627 -3.201 -0.996 0.196
O -2.899 -2.193 0.927 0.233
O -4.913 0.579 -0.778 0.020
H -3.603 3.364 0.789 0.019
H -1.117 0.452 -0.908 0.036
H -0.085 -0.150 0.308 0.055
H 0.572 0.821 -1.008 0.039
H -0.116 1.753 1.543 0.090
H -5.949 0.412 -0.760 0.202
H -0.610 4.937 -0.213 0.087
H 0.959 -4.027 -0.450 0.023
H 2.088 -4.801 0.728 -0.010
H 1.822 -5.348 -0.807 -0.001
```

Structure (SMILES): CC=C=N.O=C=O.C#CO.N
Energy relative to the best compared isomer or geometry (same formula, charge and spin), eV: 5.815
HOMO level, eV: -8.1
Largest force on an atom, eV Å⁻¹: 4.96
DFT total energy, eV: -15502.1917
Spin multiplicity: 1

=====

2.
C23H24NPPtS3Sb as an isolated structure. Source: the Open Molecules 2025 dataset; level of theory: ωB97M-V/def2-TZVPD.

Geometry as XYZ:
```
54
Properties=species:S:1:pos:R:3:lowdin_charge:R:1
Pt -0.170 -0.225 0.595 0.527
S -0.673 -3.005 3.773 0.062
Sb 0.103 -0.787 4.175 0.501
S 1.439 -0.814 2.131 0.066
S -1.152 0.532 2.518 0.023
C 0.168 -1.038 -3.523 -0.022
C -0.588 0.134 -3.461 -0.023
C -0.385 1.047 -2.445 -0.053
C 0.614 0.801 -1.485 -0.407
C 1.375 -0.396 -1.547 -0.154
C 1.139 -1.306 -2.575 -0.041
P 0.744 1.758 0.034 0.920
C 2.398 2.145 0.521 -0.394
C 3.444 2.104 -0.400 -0.062
C 4.722 2.437 0.018 -0.038
C 4.944 2.808 1.338 -0.027
C 3.897 2.855 2.252 -0.040
C 2.617 2.521 1.851 -0.106
C -0.352 3.148 0.106 -0.361
C -1.738 2.962 0.013 -0.125
C -2.578 4.057 0.054 -0.040
C -2.043 5.335 0.192 -0.024
C -0.672 5.522 0.287 -0.035
C 0.182 4.431 0.247 -0.051
H 0.002 -1.737 -4.332 0.127
H -1.333 0.334 -4.219 0.128
H -0.967 1.958 -2.396 0.115
H 2.207 -0.546 -0.868 0.099
H 1.738 -2.204 -2.643 0.127
H 3.263 1.832 -1.433 0.115
H 5.542 2.415 -0.687 0.123
H 5.944 3.070 1.659 0.124
H 4.085 3.153 3.274 0.122
H 1.790 2.553 2.551 0.112
H -2.160 1.969 -0.090 0.088
H -3.648 3.923 -0.019 0.122
H -2.705 6.190 0.228 0.125
H -0.265 6.518 0.393 0.124
H 1.251 4.578 0.316 0.114
C -2.438 -4.750 -1.220 -0.023
C -2.074 -4.567 0.262 -0.577
C -3.325 -4.657 1.148 -0.020
C -1.010 -5.585 0.701 -0.021
C -1.500 -3.222 0.415 -0.107
N -1.044 -2.175 0.533 0.046
H -2.860 -5.747 -1.345 0.104
H -1.559 -4.669 -1.860 0.091
H -3.184 -4.022 -1.540 0.096
H -3.761 -5.647 1.016 0.105
H -4.070 -3.912 0.867 0.099
H -3.080 -4.529 2.202 0.074
H -1.432 -6.584 0.593 0.106
H -0.729 -5.444 1.744 0.071
H -0.116 -5.523 0.081 0.097
```

Total charge: +2
Energy relative to the best compared isomer or geometry (same formula, charge and spin), eV: 0.970
HOMO level (spin up / spin down), eV: -14.8 / -14.5
Largest force on an atom, eV Å⁻¹: 0.34
DFT total energy, eV: -77295.2285
Spin multiplicity: 2

=====

3.
A 5-piece molecular cluster, C32H65NO8P overall. Source: the Open Molecules 2025 dataset; level of theory: ωB97M-V/def2-TZVPD.

Geometry as XYZ:
```
107
Properties=species:S:1:pos:R:3:lowdin_charge:R:1
P 0.701 0.853 2.254 0.246
C -1.085 0.403 1.694 -0.400
C -1.474 1.082 0.391 -0.292
C -2.363 2.280 0.662 -0.215
C -2.936 2.923 -0.599 -0.192
C -4.333 3.483 -0.424 -0.204
C -4.468 4.960 -0.038 -0.208
C -4.436 5.371 1.428 -0.186
C -3.126 5.698 2.142 -0.202
C -1.935 6.080 1.319 -0.222
C -0.826 6.660 2.186 -0.188
C 0.242 5.637 2.547 -0.177
C 1.491 5.619 1.743 -0.141
N 1.335 5.030 0.443 -0.077
C 1.662 3.778 0.120 -0.143
C 1.349 3.595 -1.114 -0.110
C 0.819 4.794 -1.590 -0.115
C 0.846 5.618 -0.622 -0.177
H 0.398 2.303 2.100 -0.070
H 0.294 0.929 3.682 -0.077
H 1.022 -0.587 2.493 -0.081
H 1.204 0.776 0.837 -0.058
H 2.090 1.174 2.678 -0.107
H -1.140 -0.672 1.635 0.039
H -1.779 0.741 2.448 0.046
H -0.558 1.494 0.006 0.052
H -1.933 0.423 -0.313 0.072
H -3.156 1.962 1.309 0.097
H -1.746 2.969 1.205 0.078
H -2.267 3.631 -1.046 0.100
H -3.047 2.122 -1.310 0.079
H -4.779 3.450 -1.398 0.094
H -4.938 2.907 0.249 0.103
H -3.813 5.538 -0.662 0.096
H -5.467 5.201 -0.350 0.090
H -5.127 6.176 1.549 0.089
H -4.868 4.549 1.961 0.098
H -3.338 6.546 2.769 0.095
H -2.841 4.927 2.822 0.109
H -1.551 5.194 0.861 0.084
H -2.178 6.756 0.523 0.107
H -1.221 7.139 3.060 0.097
H -0.362 7.422 1.589 0.091
H -0.192 4.673 2.457 0.091
H 0.509 5.796 3.568 0.106
H 1.977 6.573 1.690 0.121
H 2.137 4.960 2.281 0.120
H 2.072 3.053 0.768 0.083
H 1.439 2.724 -1.703 0.095
H 0.450 4.985 -2.559 0.091
H 0.520 6.628 -0.601 0.123
O -4.110 -0.082 -1.973 0.115
C -3.998 -1.273 -2.035 -0.527
O -2.988 -1.871 -1.399 0.009
C -2.862 -3.282 -1.293 -0.225
C -2.184 -3.842 -2.528 -0.053
C -4.902 -2.115 -2.910 0.007
H -3.826 -3.757 -1.097 0.114
H -2.251 -3.454 -0.412 0.115
H -2.784 -3.659 -3.422 0.064
H -2.025 -4.918 -2.435 0.065
H -1.221 -3.357 -2.682 0.086
H -4.509 -2.116 -3.925 0.090
H -5.888 -1.659 -2.913 0.086
H -5.020 -3.141 -2.566 0.067
O 5.773 -2.192 1.090 0.085
C 5.774 -1.056 0.693 -0.542
O 4.720 -0.281 0.939 0.017
C 4.713 1.130 0.679 -0.228
C 4.325 1.447 -0.752 -0.068
C 6.911 -0.518 -0.151 0.004
H 5.670 1.574 0.958 0.109
H 3.971 1.541 1.362 0.087
H 5.048 1.035 -1.458 0.061
H 4.260 2.523 -0.905 0.074
H 3.354 1.010 -0.977 0.075
H 6.730 -0.778 -1.192 0.089
H 7.831 -0.994 0.178 0.082
H 7.056 0.556 -0.067 0.065
O -1.413 -7.626 -2.454 0.101
C -0.354 -7.565 -3.015 -0.538
O 0.509 -6.597 -2.683 -0.003
C 1.863 -6.546 -3.145 -0.229
C 1.969 -5.868 -4.494 -0.062
C -0.007 -8.500 -4.155 0.011
H 2.309 -7.541 -3.144 0.113
H 2.398 -5.962 -2.400 0.125
H 1.429 -6.423 -5.263 0.067
H 3.010 -5.780 -4.795 0.081
H 1.536 -4.871 -4.447 0.084
H -0.413 -8.092 -5.079 0.094
H -0.475 -9.460 -3.956 0.088
H 1.058 -8.678 -4.275 0.068
O 1.866 -2.520 4.519 0.111
C 1.776 -3.298 3.624 -0.547
O 0.562 -3.644 3.156 -0.007
C 0.368 -4.417 1.985 -0.249
C 0.423 -5.902 2.281 -0.066
C 3.009 -3.984 3.062 0.013
H 1.066 -4.120 1.201 0.115
H -0.624 -4.152 1.632 0.111
H 1.406 -6.200 2.653 0.065
H 0.203 -6.476 1.385 0.070
H -0.305 -6.158 3.050 0.080
H 3.242 -4.853 3.676 0.085
H 3.832 -3.278 3.114 0.082
H 2.915 -4.288 2.021 0.067
```

Total charge: -1
HOMO level, eV: -3.0
Largest force on an atom, eV Å⁻¹: 5.62
DFT total energy, eV: -61392.8513
Spin multiplicity: 1

=====

4.
C36H32N4O5RuS2 as an isolated structure. Source: the Open Molecules 2025 dataset; level of theory: ωB97M-V/def2-TZVPD.

Geometry as XYZ:
```
80
Properties=species:S:1:pos:R:3:lowdin_charge:R:1
Ru 0.547 0.250 -0.494 1.271
N -3.597 0.402 -1.318 0.137
C -4.194 -0.616 -0.536 -0.253
C -5.230 -1.397 -1.023 -0.013
C -5.758 -2.401 -0.222 -0.070
C -5.232 -2.644 1.039 -0.078
C -4.172 -1.879 1.507 -0.093
C -3.671 -0.848 0.725 -0.451
S -2.391 0.217 1.296 1.102
N -1.541 0.442 -0.185 -0.296
C -2.234 0.556 -1.265 -0.330
C -1.491 0.829 -2.522 -0.169
C -2.082 1.167 -3.727 0.012
C -1.270 1.431 -4.821 -0.028
C 0.103 1.341 -4.677 -0.017
C 0.622 0.985 -3.443 -0.064
N -0.159 0.738 -2.393 -0.009
H -4.011 0.513 -2.229 0.122
H -5.629 -1.219 -2.015 0.118
H -6.582 -2.996 -0.591 0.111
H -5.647 -3.426 1.659 0.111
H -3.748 -2.060 2.486 0.113
H -3.155 1.249 -3.831 0.115
H -1.710 1.707 -5.769 0.121
H 0.770 1.540 -5.502 0.119
H 1.685 0.885 -3.271 0.120
C -1.163 1.301 4.527 -0.088
C -0.774 2.159 3.512 -0.092
C 0.021 1.704 2.468 -0.075
C 0.446 0.378 2.445 -0.357
C 0.074 -0.479 3.485 -0.072
C -0.733 -0.023 4.509 -0.080
N 1.189 -0.112 1.343 -0.047
C 2.374 -0.793 1.655 -0.265
C 2.967 -1.647 0.715 -0.068
C 4.128 -2.338 1.015 -0.072
C 4.747 -2.176 2.246 -0.080
C 4.195 -1.299 3.171 -0.068
C 3.028 -0.615 2.885 -0.015
H -1.790 1.658 5.334 0.106
H -1.094 3.193 3.524 0.111
H 0.323 2.368 1.670 0.098
H 0.411 -1.509 3.471 0.117
H -1.027 -0.699 5.301 0.108
H 2.537 -1.731 -0.270 0.055
H 4.562 -2.993 0.270 0.109
H 5.659 -2.710 2.475 0.105
H 4.683 -1.138 4.123 0.109
H 2.628 0.080 3.610 0.117
O 1.365 2.162 -0.397 -0.101
C 2.514 1.721 -0.729 -0.562
O 2.571 0.498 -1.076 -0.113
C 3.705 2.578 -0.695 -0.138
C 4.950 2.018 -0.949 -0.003
C 6.108 2.795 -0.918 0.032
C 5.947 4.127 -0.626 -0.206
O 6.905 5.084 -0.546 0.050
C 6.242 6.290 -0.151 -0.108
O 4.840 6.022 -0.123 0.042
C 4.701 4.687 -0.369 -0.198
C 3.556 3.944 -0.392 0.086
H 5.009 0.961 -1.165 0.120
H 7.086 2.376 -1.110 0.125
H 6.449 7.070 -0.882 0.140
H 6.579 6.575 0.847 0.141
H 2.583 4.370 -0.193 0.135
O -0.163 -1.730 -0.850 -0.636
S 0.409 -3.139 -0.895 1.016
C 0.046 -3.784 0.770 -0.275
C -1.251 -4.601 0.703 -0.204
C -2.005 -4.168 -0.555 -0.225
C -0.938 -4.078 -1.635 -0.303
H -0.055 -2.868 1.354 0.080
H 0.909 -4.341 1.131 0.097
H -1.844 -4.449 1.603 0.114
H -1.012 -5.664 0.641 0.117
H -2.468 -3.190 -0.409 0.092
H -2.790 -4.873 -0.826 0.123
H -1.223 -3.561 -2.551 0.099
H -0.527 -5.059 -1.888 0.105
```

Total charge: +1
Energy relative to the best compared isomer or geometry (same formula, charge and spin), eV: 0.000
HOMO level (spin up / spin down), eV: -9.6 / -9.9
Largest force on an atom, eV Å⁻¹: 0.41
DFT total energy, eV: -78297.6966
Spin multiplicity: 2